# 1
82
Properties=species:S:1:pos:R:3:forces:R:3 method="wB97M-V/def2-TZVPD" e_tot_ha=-6403.1534 homo_energy_ev=-5.23 molar_mass_g_mol=881.2 charge=-1 e_lumo_ev=1.665 fmax_ev_per_a=0.509 spin_multiplicity=1
Cl -3.959963 0.167317 -0.741046 0.0204 0.0143 0.0070
Cl -8.704097 -6.834193 -1.704831 -0.0366 0.0129 0.0197
Cl -9.202563 -4.612462 0.505356 0.0077 0.0113 0.0002
Cl 9.860498 1.249933 -4.464392 0.0130 0.0056 0.0064
Cl 2.894660 6.872759 -0.057768 0.0360 -0.0008 -0.0213
Cl -6.886743 0.093036 0.471734 -0.0263 0.0392 0.0207
Cl -6.527566 -11.414266 -7.116182 0.0018 -0.0115 0.0085
Cl 5.499890 5.156638 -0.670176 0.0445 0.0181 -0.0421
Cl -8.115707 -8.930684 -5.938062 0.0003 0.0041 0.0128
Cl 7.109271 1.300007 -2.889428 -0.0030 0.0068 0.0140
Al 2.239572 5.409858 4.313936 0.3767 0.0142 -0.0174
O 4.849765 5.285871 2.810190 0.1931 -0.0475 -0.0333
O -0.672704 2.831678 3.762066 0.2421 0.0322 -0.0774
N 6.453121 3.339106 4.071293 -0.1321 -0.0565 0.1273
C 2.604783 3.041440 -2.403172 -0.0351 0.0128 0.0017
C -5.561321 0.750680 1.382410 -0.0072 -0.0466 -0.0340
C 8.396582 2.833185 -1.086933 -0.0311 0.0045 0.0510
C -5.614135 -4.367915 -2.206998 -0.0054 0.0248 0.0282
C -6.340130 -12.247250 -4.563224 0.0089 -0.0186 0.0240
C -3.461008 1.799287 2.869642 -0.0874 -0.0009 0.0881
C 3.938862 4.655758 -1.235259 -0.0445 0.0029 0.0260
C -7.726148 -10.077089 -3.535367 -0.0073 -0.0061 0.0355
C 9.497013 3.503971 -0.582530 0.0316 0.0120 -0.0102
C 1.571386 4.979115 -1.429734 -0.0210 -0.0215 -0.0151
C 1.470183 3.796839 -2.141702 0.0195 -0.0153 -0.0086
C -7.511153 -10.175912 -4.902250 -0.0111 0.0260 -0.0103
C 10.804427 2.782711 -2.462498 0.0220 0.0165 0.0123
C -7.609524 -5.504105 -1.511530 0.0157 -0.0374 -0.0312
C -5.832238 -3.394752 -1.241375 0.0244 -0.0060 -0.0318
C 3.283798 3.731222 3.799751 0.1039 -0.0682 0.0707
C -7.248207 -11.059087 -2.685174 0.0208 -0.0299 -0.0091
C 10.702099 3.478729 -1.270421 -0.0303 0.0026 0.0216
C -7.829558 -4.531994 -0.544451 -0.0031 -0.0105 0.0157
C 0.092484 3.390900 4.544988 -0.0548 0.0085 -0.0269
C -6.815996 -11.263129 -5.417290 0.0106 -0.0093 -0.0296
C -4.746226 1.764509 3.395950 0.0358 -0.0070 -0.0324
C -6.937078 -3.478691 -0.411986 0.0149 0.0239 0.0166
C 3.838931 3.470666 -1.947499 0.0176 -0.0128 -0.0317
C -5.794916 1.241624 2.657158 -0.0015 0.0235 0.0215
C 9.703022 2.110061 -2.970338 0.0101 -0.0082 -0.0279
C 4.392198 3.924736 2.775339 -0.0761 0.2198 -0.1647
C -6.555036 -12.146000 -3.199594 -0.0177 0.0252 0.0148
C -6.501755 -5.421831 -2.341726 0.0226 0.0041 -0.0210
C 2.806668 5.420563 -0.974182 0.0226 -0.0341 0.0840
C -3.232733 1.306985 1.595614 0.0386 0.0010 -0.0200
C 8.497054 2.134694 -2.280847 -0.0140 -0.0128 -0.0059
C -4.278713 0.782879 0.851686 0.0158 -0.0182 -0.0090
C 5.583937 2.975893 2.955489 0.0064 -0.2974 0.0544
C 0.276120 4.818343 4.719664 -0.4206 -0.0963 -0.2701
H 2.531019 2.114334 -2.955396 0.0021 -0.0081 0.0018
H -6.798644 1.210319 3.058122 -0.0117 -0.0102 -0.0173
H 4.731971 2.891684 -2.139046 0.0155 0.0146 0.0170
H 0.760660 2.741708 5.148429 -0.1120 0.0192 0.1994
H 7.452897 2.852532 -0.559604 -0.0197 -0.0234 -0.0216
H -6.346025 -6.186493 -3.090321 -0.0208 -0.0142 0.0025
H 11.736126 2.754685 -3.009877 -0.0060 -0.0139 -0.0204
H -4.752315 -4.308130 -2.857603 0.0034 -0.0020 -0.0053
H 5.168265 1.977876 3.149013 0.0671 0.1026 -0.1859
H 0.071856 5.098356 5.760484 0.3223 -0.0031 -0.0634
H 2.827669 6.055934 5.690506 -0.0562 -0.0574 0.0028
H 6.599536 2.579821 4.716952 0.0750 -0.0170 -0.0650
H 2.621056 2.945720 3.410633 0.0023 0.0395 0.0722
H -2.235939 1.330343 1.177346 0.0031 -0.0015 -0.0080
H 3.990974 3.720628 1.766171 -0.0549 0.0543 0.1330
H 7.342340 3.717016 3.788047 -0.0446 0.0502 -0.0078
H 0.693189 5.567500 -1.204780 0.0072 0.0168 0.0206
H 2.192140 6.522776 3.140741 -0.2403 -0.0255 -0.0448
H -5.800962 -13.087296 -4.978002 0.0011 0.0056 -0.0248
H 9.407858 4.047880 0.348013 -0.0082 -0.0002 0.0056
H -7.110581 -2.722647 0.340266 -0.0378 -0.0185 0.0188
H -0.393590 5.349808 4.033692 -0.0381 0.0271 0.2144
H -5.147974 -2.564028 -1.129155 -0.0100 0.0060 0.0076
H -6.179103 -12.916384 -2.540247 0.0051 -0.0048 0.0006
H -7.416698 -10.970524 -1.620599 -0.0041 0.0050 0.0046
H -8.263609 -9.224403 -3.145917 0.0122 0.0170 -0.0339
H -4.933611 2.148858 4.389618 -0.0042 0.0001 0.0062
H 5.236314 5.509025 1.956581 -0.0982 -0.0312 0.0329
H -2.628915 2.203362 3.432442 0.0116 0.0204 -0.0465
H 6.147584 2.913302 2.011085 0.0269 0.0428 0.0569
H 11.564722 4.001573 -0.880339 0.0061 0.0030 -0.0012
H 3.730273 3.322394 4.721662 -0.0973 0.1105 -0.0546
H 0.500412 3.460835 -2.483215 -0.0080 0.0031 0.0021



# 2
78
Properties=species:S:1:pos:R:3:forces:R:3 method="wB97M-V/def2-TZVPD" e_tot_ha=-3597.8697 homo_energy_ev="-8.36 / -9.39" molar_mass_g_mol=780.3 relative_energy_kj_mol=0.0 charge=+1 e_lumo_ev="-4.840 / -4.834" fmax_ev_per_a=4.091 spin_multiplicity=1
In -0.039247 0.381000 2.693889 -0.5495 -0.2911 1.2662
Cl 2.215182 0.303823 1.691847 0.6130 0.3063 -0.6572
S 2.526865 -2.145434 5.985446 0.0521 0.1307 -0.3638
S -0.974392 3.164960 6.783404 0.2182 -0.0653 -0.4108
Si 2.057155 0.105543 -1.946051 -1.6703 0.1881 0.7652
Si -1.297986 -0.290147 -3.275099 0.3021 -0.1474 -4.0776
N -1.666299 3.523270 4.233436 -0.3941 0.4571 -0.3484
N -0.141929 1.777860 4.754082 -0.2379 0.8372 0.4443
N 2.212250 -2.275314 3.290769 0.4126 -0.3463 -0.7739
N 1.310637 -0.467439 4.460668 0.2491 -0.3158 0.0668
C -0.041626 1.435395 -0.379522 -0.0754 -0.5993 -0.3092
C 1.144795 -3.354730 0.333763 -0.6977 0.0170 -0.2523
C 0.323982 3.897901 -1.533313 0.0650 -0.1436 0.5387
C -0.883673 -2.445748 -0.548020 -1.1271 0.5013 -0.1340
C -0.711196 3.731526 -0.606889 0.0573 -0.2454 0.1451
C 1.980107 -1.597252 4.427483 -0.1309 0.3530 0.6294
C 0.651895 -3.105576 -6.466334 -0.3069 0.3983 0.3868
C -0.773245 1.265387 -4.200037 -0.4837 0.2698 1.1103
C -2.531212 -0.660615 4.043715 0.0497 0.0763 0.8148
C -1.005583 -2.365509 3.609992 -0.3688 0.0920 0.6175
C -2.052672 -1.154083 5.269295 -0.2823 0.1688 -0.7501
C -0.407764 -2.260613 -6.839159 -0.0911 -0.1058 0.1698
C -0.647712 -1.544571 -4.537549 0.1812 -1.1534 1.3378
C 1.004862 1.546186 -1.318765 -0.7771 1.0991 -0.1204
C 1.870578 -0.738185 6.691289 -1.0610 1.6813 -0.4874
C -0.912913 2.803903 5.072596 0.7401 -1.1257 0.6517
C -1.854578 -1.372769 2.979836 0.5179 -0.2191 -0.0816
C 0.152501 3.549628 -5.513038 0.3674 0.0008 -0.0554
C 0.149423 1.904536 7.063829 0.8469 -1.1915 -0.9365
C -1.068486 -1.485162 -5.884993 0.2001 0.0206 0.3056
C 0.284951 -2.514738 -4.139780 0.1637 0.1491 -0.6570
C 0.483061 1.278972 -4.802981 0.9673 -0.1720 -0.2156
C 0.987614 -3.230334 -5.119045 -0.2143 -0.2228 0.2314
C -0.135759 -1.452740 -1.172097 0.2026 -0.6061 0.2703
C 0.966920 2.415210 -5.448151 -0.2049 -0.1522 0.1641
C -0.883930 2.478381 -0.008111 0.2565 0.5092 -0.2907
C -1.113641 -2.199401 5.004328 -0.2265 -0.2633 -1.0110
C -1.142315 3.512473 -5.014005 -0.5847 0.0539 0.1695
C 0.482264 1.258026 5.893612 -1.2711 1.3965 0.9192
C -0.264895 -3.365084 0.291150 0.6505 0.3087 -0.3086
C 1.264559 -1.366125 -1.098253 -1.0512 -0.5997 -0.5499
C 1.257116 0.055107 5.733905 0.9104 -1.7031 0.6595
C 1.190382 2.847611 -1.832437 0.1338 -0.2912 -0.5134
C 1.887211 -2.429511 -0.389714 -0.2429 0.9227 -0.2973
C -1.621395 2.380130 -4.345036 0.4281 0.0244 0.0570
H 0.529391 1.621369 8.033705 -0.2338 0.2474 0.0521
H 2.313238 -1.638767 2.473484 0.0095 -0.6415 0.5351
H -3.332220 0.078315 3.906239 0.5530 -0.3156 0.0707
H -0.734538 -2.217829 -7.880501 0.1264 -0.0248 0.3367
H 1.173407 -3.689879 -7.215570 -0.0180 0.1003 0.0462
H 1.774266 -3.908423 -4.788407 -0.2065 0.0391 -0.2551
H -1.932777 -0.870611 -6.169662 0.5690 -0.0553 0.0221
H 2.976406 -2.439849 -0.365244 -0.2356 -0.0625 0.1236
H -1.645192 2.318875 0.763925 0.2492 -0.0075 -0.3661
H -2.368861 -0.843706 6.269081 0.1101 -0.0170 -0.4717
H -1.348646 4.570798 -0.307978 0.2325 -0.3086 -0.3022
H 3.278901 0.240334 -1.310268 2.2499 0.1634 0.4397
H -2.639598 2.362115 -3.949814 0.3492 0.0927 0.0003
H 0.450533 -2.714833 -3.071217 0.2222 0.1838 -0.8113
H -0.858789 -4.046602 0.904361 0.2516 0.1411 -0.3665
H 2.841213 -3.071944 3.349394 -0.2091 0.4449 -0.0729
H 1.978925 2.412123 -5.865407 -0.4520 0.0469 0.0998
H 1.650913 -4.091290 0.935252 0.1124 -0.1030 0.0799
H -0.801405 -0.565987 -1.578285 0.5622 -0.2794 0.4912
H -1.793363 4.387813 -5.114741 0.2855 -0.3590 0.0274
H 0.484935 4.868957 -1.978148 0.0552 0.0496 -0.0501
H -0.457786 -3.152232 3.086589 -0.0777 0.4647 0.2742
H 2.024083 3.026651 -2.525452 -0.4232 0.0233 0.2175
H -1.973943 -2.405882 -0.687300 0.4804 -0.2718 0.3109
H -1.567603 3.417021 3.232587 -0.0079 0.0921 0.3199
H 1.126370 0.380324 -4.772049 -0.4169 0.5636 0.0452
H -2.746939 -0.424091 -3.454893 -0.4463 0.1408 1.3599
H 1.890138 -0.505611 7.747131 0.1426 -0.3205 -0.1093
H 0.548873 4.472800 -5.942453 -0.2241 -0.3172 0.0154
H -2.117541 4.340628 4.624060 0.0631 -0.1999 -0.5356
H -0.211047 0.465522 0.082110 0.0065 0.3621 0.0122
H -2.135887 -1.370750 1.917465 -0.0681 -0.1087 0.6329
H -0.607341 -2.801085 5.762065 -0.1477 0.2341 -0.2914



# 3
78
Properties=species:S:1:pos:R:3:forces:R:3 method="wB97M-V/def2-TZVPD" e_tot_ha=-3848.5530 homo_energy_ev=-5.29 molar_mass_g_mol=670.3 relative_energy_kj_mol=129.2 e_lumo_ev=-1.978 fmax_ev_per_a=2.680 spin_multiplicity=1
Cu 0.291767 -0.023101 0.391665 -0.1199 -0.5131 -0.5252
Si 1.663266 -2.671371 -0.556567 0.1677 -0.1459 -0.0528
F -2.680200 5.715656 -1.371472 0.1303 -0.0502 0.1908
O -0.733100 1.545823 0.497842 -0.1589 2.3677 1.2457
O 1.288037 0.759974 4.154411 -0.0128 0.1712 0.9036
O 0.496279 -1.612821 -0.452468 -0.0739 -0.9574 -0.6964
O 1.392605 0.228201 1.998208 0.1397 0.6970 0.9040
N -0.381590 4.373195 3.459723 0.3535 -0.2769 -0.0056
N -2.868985 7.559068 0.839915 0.1482 -0.1907 -0.1459
N -4.486427 9.219214 1.558223 -0.4508 -0.0455 0.2178
C 0.993844 0.916008 2.978672 0.3554 -0.3977 -0.6410
C -2.131575 8.702012 1.337143 0.0884 0.0974 0.0531
C 0.338510 -6.551683 -2.855472 -0.0696 -0.0937 -0.0692
C 2.260234 -4.578099 1.552626 -0.1151 -0.1166 -0.1191
C 0.634909 6.540455 4.307951 -0.0091 0.1697 -0.0700
C 3.966199 -0.490000 -3.271277 0.0403 0.0871 -0.1409
C 3.500975 -4.065593 3.538911 0.0532 -0.0908 0.0883
C 5.495513 -1.901149 -2.087855 0.2315 -0.0303 -0.0581
C -0.235517 -4.460044 -1.827803 -0.1253 0.1561 0.0583
C -3.664203 7.933085 -0.314328 -0.0679 -0.2124 -0.2075
C -1.001556 3.761610 1.214516 -0.7132 0.9022 -0.1966
C 0.141637 2.165446 2.653306 0.5168 -0.3526 0.0172
C -1.653529 5.913950 2.117471 -0.2284 0.2679 -0.5889
C 1.667032 -6.334830 -2.530702 0.1435 -0.1453 -0.0541
C -1.588515 4.141783 0.000261 0.0937 0.2418 0.3819
C 2.922002 -1.010264 -2.527617 -0.2057 0.0528 -0.0159
C 3.100189 -2.372963 1.890865 0.0330 0.1267 -0.0643
C 4.443035 -2.412111 -1.349207 -0.0074 -0.1027 0.0834
C -3.148612 9.575061 2.100388 0.7433 0.0613 0.2692
C 2.396122 -3.271747 1.094761 -0.1518 0.0503 -0.5026
C -0.508561 2.408478 1.395938 -0.2517 -1.4106 -0.8528
C -4.434737 9.210443 0.074255 0.0202 -0.0576 -0.7635
C 1.128983 5.428896 5.178819 0.0036 -0.0083 0.0470
C 0.178014 3.131966 3.597776 -0.3102 -0.1195 -0.3251
C -1.002920 4.694496 2.278601 0.0011 -0.1335 -0.3831
C 1.091667 -4.224457 -1.493773 0.2675 0.2917 0.2657
C -0.613043 -5.609115 -2.504066 -0.1391 -0.0723 -0.0543
C 5.259056 -0.937762 -3.053494 0.1028 0.0517 -0.0823
C 2.810690 -4.978012 2.758674 0.0280 -0.1570 0.1437
C -2.228293 6.292078 0.897043 0.3076 -0.2913 0.7820
C 3.641389 -2.758447 3.103762 0.1127 0.0636 0.0913
C -2.158873 5.385468 -0.153892 0.0783 -0.3483 -0.2273
C -0.213134 5.316276 4.521789 -0.2188 0.2560 0.3112
C 3.136585 -1.982179 -1.556077 -0.2594 -0.1972 0.3699
C 2.032263 -5.182278 -1.858994 0.0689 -0.0331 -0.0297
H -4.638772 8.229943 1.824792 -0.0428 0.3717 0.0944
H -3.137233 9.354302 3.167295 -0.1439 -0.0219 -0.0337
H 1.103750 6.666518 3.342468 0.0183 -0.1100 -0.0704
H -2.961568 10.639047 1.960024 -0.1933 -0.0204 -0.0519
H 1.932389 4.818065 4.797619 0.0023 -0.0649 -0.0872
H 6.504448 -2.253180 -1.913410 0.0414 -0.0104 0.0249
H 3.930842 -4.375875 4.483315 0.0080 0.0028 0.0313
H -1.334774 8.365896 1.996826 -0.0741 0.1840 -0.0225
H -5.438075 9.213287 -0.352168 0.0373 0.0117 0.2028
H 0.047598 -7.451514 -3.381618 -0.0207 -0.0385 -0.0263
H -0.977164 -3.723546 -1.550442 -0.0805 0.0833 0.0195
H 3.203213 -1.350493 1.559380 0.0345 0.1220 0.0587
H 4.174404 -2.041260 3.712881 -0.0010 0.0739 0.0296
H -4.354156 7.118351 -0.535854 -0.0005 0.1169 -0.0236
H -1.088346 5.416139 5.160403 0.1027 0.0569 0.0013
H -3.064604 8.115352 -1.215621 -0.1129 0.0709 0.1026
H -1.652476 -5.773445 -2.758634 -0.0497 0.0010 -0.0012
H 0.658488 2.918703 4.541615 0.0648 -0.0712 -0.0224
H -1.571351 3.446949 -0.822186 -0.0369 -0.1668 -0.1308
H 3.072775 -5.018496 -1.611516 0.1414 -0.0273 0.0012
H 6.079292 -0.536578 -3.634808 0.0398 0.0201 -0.0183
H -5.225156 9.816039 1.931527 0.0647 -0.0938 -0.0285
H -1.713877 6.588141 2.956529 -0.0236 0.0393 0.1065
H 1.160283 5.576090 6.247902 -0.0861 0.0086 0.0219
H 2.707292 -6.003262 3.092655 -0.0372 -0.0282 0.0034
H -1.667217 9.267703 0.518316 -0.0143 -0.0092 0.0223
H 1.714870 -5.296877 0.952727 -0.0073 -0.0593 -0.0095
H 0.331475 7.467417 4.774842 -0.0785 0.0023 0.0565
H 3.778100 0.263017 -4.026662 -0.0252 0.0360 -0.0174
H 4.638388 -3.153355 -0.584909 0.0636 -0.0576 0.0760
H -3.917864 10.110675 -0.260423 -0.0727 -0.0002 0.1793
H 1.912092 -0.655955 -2.688668 -0.0875 0.0577 -0.0238
H 2.418472 -7.064903 -2.802877 0.0294 -0.0411 -0.0166